No. 1
{"formula": "C5H14", "method": "ωB97M-V/def2-TZVPD", "total_energy_ha": -198.8089, "charge": 0, "homo_lumo_gap_ev": 10.9492, "smiles": "CCC.CC", "homo_ev": -9.9, "species": ["C", "C", "C", "H", "H", "H", "H", "H", "H", "H", "H", "C", "C", "H", "H", "H", "H", "H", "H"], "coordinates": [[-1.39, -1.80, -0.74], [-2.03, -0.53, -1.10], [-2.02, 0.61, -0.16], [-0.97, -2.33, -1.60], [-0.77, -1.45, 0.12], [-2.14, -2.43, -0.21], [-2.90, -0.61, -1.72], [-1.69, -0.01, -2.10], [-2.55, 1.47, -0.54], [-1.04, 0.91, 0.25], [-2.86, 0.64, 0.71], [2.91, 0.26, 1.50], [2.40, 1.32, 0.45], [2.13, -0.48, 1.68], [3.73, -0.27, 0.88], [3.16, 0.81, 2.37], [1.39, 1.07, 0.14], [2.95, 1.26, -0.45], [2.36, 2.28, 0.81]]}



No. 2
{"formula": "C14H13BrN2O4RuS2", "method": "ωB97M-V/def2-TZVPD", "total_energy_ha": -4417.0912, "charge": -1, "spin_multiplicity": 6, "homo_lumo_gap_ev": [7.1904, 6.9551], "homo_ev": [-4.9, -5.5], "s_squared": 8.762, "species": ["Ru", "S", "C", "S", "C", "C", "N", "C", "N", "C", "C", "O", "H", "H", "H", "H", "H", "H", "Br", "C", "C", "C", "C", "C", "C", "C", "O", "O", "H", "H", "H", "H", "C", "O", "H", "H", "H"], "coordinates": [[-0.75, -1.56, -0.47], [-3.02, -1.42, 0.62], [-2.44, -2.65, 1.69], [-0.81, -3.16, 1.43], [-3.22, -3.18, 2.69], [-2.73, -4.20, 3.57], [-2.35, -5.03, 4.28], [-4.58, -2.74, 2.89], [-5.66, -2.40, 3.06], [3.61, -1.99, -1.84], [2.10, -1.87, -1.81], [1.61, -1.96, -0.46], [3.97, -1.96, -2.87], [3.92, -2.93, -1.39], [4.07, -1.17, -1.29], [1.62, -2.67, -2.37], [1.78, -0.92, -2.25], [1.88, -1.11, -0.01], [3.28, 5.63, 1.72], [1.75, 4.65, 1.16], [0.54, 5.31, 1.01], [-0.57, 4.59, 0.61], [-0.47, 3.23, 0.35], [0.75, 2.58, 0.50], [1.87, 3.29, 0.91], [0.88, 1.10, 0.23], [2.00, 0.58, 0.35], [-0.19, 0.52, -0.15], [0.48, 6.37, 1.22], [-1.52, 5.09, 0.50], [-1.33, 2.65, 0.04], [2.81, 2.77, 1.02], [-1.88, -1.06, -3.00], [-1.06, -2.04, -2.38], [-1.48, -0.79, -3.98], [-1.95, -0.12, -2.43], [-2.90, -1.43, -3.13]]}



No. 3
{"formula": "C13H32AuIO2P2Si", "method": "ωB97M-V/def2-TZVPD", "total_energy_ha": -2069.9086, "charge": 2, "spin_multiplicity": 3, "homo_lumo_gap_ev": [5.1291, 6.2275], "homo_ev": [-14.3, -15.4], "s_squared": 2.012, "species": ["C", "C", "H", "H", "H", "O", "I", "Au", "P", "C", "C", "H", "H", "H", "H", "H", "H", "C", "H", "H", "H", "P", "C", "C", "H", "H", "H", "C", "H", "H", "H", "H", "H", "H", "C", "O", "C", "Si", "C", "C", "C", "H", "H", "H", "H", "H", "H", "H", "H", "H", "H", "H"], "coordinates": [[3.02, 0.02, -3.47], [1.70, -0.47, -3.04], [3.25, -0.24, -4.51], [3.78, -0.42, -2.80], [3.04, 1.12, -3.34], [0.88, -1.09, -3.69], [2.83, 1.37, 0.70], [1.28, 0.07, -1.00], [-0.37, 1.97, -1.32], [-2.16, 1.72, -1.44], [-0.20, 3.41, -0.23], [-0.73, 4.25, -0.70], [-0.64, 3.39, -3.24], [0.87, 3.65, -0.11], [1.08, 2.94, -2.98], [-2.60, 1.44, -0.47], [-0.64, 3.19, 0.75], [0.04, 2.58, -2.97], [-2.60, 2.68, -1.76], [-0.06, 1.77, -3.70], [-2.40, 0.95, -2.18], [1.60, -2.16, 0.19], [0.20, -3.28, 0.54], [2.61, -3.12, -0.98], [3.23, -1.30, 1.76], [3.06, -3.10, 1.83], [1.82, -2.05, 2.60], [2.52, -2.14, 1.75], [3.58, -2.62, -1.09], [2.74, -4.14, -0.58], [0.63, -4.28, 0.74], [-0.49, -3.34, -0.31], [2.10, -3.17, -1.95], [-0.34, -2.94, 1.44], [-0.33, -0.95, -1.75], [-1.30, -1.52, -2.02], [-2.59, 2.09, 2.30], [-1.84, 0.34, 2.29], [-1.76, -0.21, 4.09], [-2.88, -0.89, 1.31], [-0.09, 0.48, 1.67], [-3.53, 2.04, 2.87], [-2.81, 2.50, 1.31], [-1.91, 2.78, 2.82], [-2.75, -0.10, 4.57], [-1.45, -1.26, 4.18], [-1.04, 0.40, 4.65], [-2.91, -0.69, 0.24], [-2.51, -1.91, 1.45], [-3.92, -0.85, 1.69], [0.39, 1.43, 1.95], [0.60, -0.33, 1.94]]}



No. 4
{"formula": "C25H43BF4N6O2PRbS4", "method": "ωB97M-V/def2-TZVPD", "total_energy_ha": -3840.4161, "charge": -2, "homo_lumo_gap_ev": 4.2350, "homo_ev": -0.6, "species": ["Rb", "O", "C", "S", "C", "C", "S", "S", "S", "N", "C", "C", "C", "C", "C", "C", "H", "H", "H", "H", "H", "H", "H", "O", "P", "N", "C", "C", "C", "C", "N", "C", "C", "C", "C", "N", "C", "C", "C", "C", "H", "H", "H", "H", "H", "H", "H", "H", "H", "H", "H", "H", "H", "H", "H", "H", "H", "H", "H", "H", "H", "H", "H", "H", "F", "B", "F", "F", "F", "C", "C", "C", "C", "N", "N", "H", "H", "H", "H", "H", "H", "H", "H", "H", "H", "H", "H"], "coordinates": [[0.33, 1.52, 1.89], [0.34, 8.69, -2.02], [0.31, 7.64, -1.39], [-0.24, 7.49, 0.26], [-0.02, 5.72, 0.48], [0.46, 5.06, -0.60], [0.83, 3.40, -0.80], [0.78, 6.09, -2.05], [-0.44, 5.11, 2.02], [3.72, 1.77, 0.65], [4.54, 0.76, 0.27], [5.12, -0.09, 1.23], [6.03, -1.06, 0.85], [6.38, -1.21, -0.49], [5.80, -0.39, -1.44], [4.89, 0.58, -1.07], [3.08, 2.18, -0.03], [3.37, 1.75, 1.61], [4.83, 0.02, 2.26], [6.46, -1.71, 1.59], [7.10, -1.96, -0.78], [6.07, -0.51, -2.49], [4.45, 1.24, -1.81], [-1.08, 0.06, 0.60], [-2.36, 0.36, -0.04], [-2.19, 0.49, -1.69], [-0.96, 0.15, -2.39], [-1.49, -0.57, -3.63], [-2.71, 0.27, -3.99], [-3.28, 0.69, -2.63], [-3.13, 1.70, 0.56], [-4.57, 1.92, 0.50], [-4.77, 3.26, -0.23], [-3.51, 4.03, 0.16], [-2.43, 2.96, 0.26], [-3.54, -0.88, 0.22], [-3.06, -2.15, -0.31], [-3.79, -3.19, 0.53], [-3.68, -2.58, 1.92], [-3.84, -1.08, 1.65], [-0.32, -0.44, -1.75], [-0.42, 1.06, -2.67], [-1.79, -1.59, -3.36], [-0.75, -0.62, -4.43], [-3.44, -0.28, -4.59], [-2.40, 1.15, -4.55], [-4.14, 0.08, -2.33], [-3.61, 1.74, -2.65], [-4.96, 2.00, 1.52], [-5.06, 1.08, 0.00], [-5.68, 3.77, 0.10], [-4.83, 3.11, -1.31], [-3.65, 4.49, 1.14], [-3.24, 4.80, -0.56], [-1.72, 3.24, 1.04], [-1.86, 2.86, -0.68], [-1.97, -2.27, -0.19], [-3.30, -2.22, -1.38], [-3.34, -4.18, 0.46], [-4.84, -3.25, 0.22], [-2.70, -2.78, 2.34], [-4.44, -2.96, 2.61], [-3.18, -0.48, 2.29], [-4.87, -0.76, 1.82], [0.38, -0.55, 4.40], [1.77, -0.76, 4.50], [2.35, -0.38, 3.27], [2.03, -2.09, 4.75], [2.28, 0.04, 5.50], [3.45, -3.83, -0.78], [2.35, -3.63, 0.26], [1.44, -4.87, 0.28], [2.96, -3.40, 1.65], [1.49, -2.53, -0.20], [2.06, -1.23, -0.21], [4.09, -4.67, -0.51], [4.07, -2.94, -0.86], [3.00, -4.03, -1.76], [2.03, -5.76, 0.48], [0.95, -4.98, -0.68], [0.68, -4.78, 1.05], [3.52, -4.28, 1.97], [2.19, -3.20, 2.39], [3.65, -2.56, 1.64], [0.68, -2.46, 0.42], [2.77, -1.18, -0.94], [2.52, -1.01, 0.68]]}



No. 5
{"formula": "C12H36O6S", "method": "ωB97M-V/def2-TZVPD", "total_energy_ha": -1327.9376, "charge": 0, "homo_lumo_gap_ev": 9.3340, "homo_ev": -9.0, "species": ["C", "C", "O", "H", "H", "H", "H", "H", "H", "C", "C", "O", "H", "H", "H", "H", "H", "H", "C", "C", "O", "H", "H", "H", "H", "H", "H", "C", "C", "O", "H", "H", "H", "H", "H", "H", "C", "C", "O", "H", "H", "H", "H", "H", "H", "C", "S", "O", "C", "H", "H", "H", "H", "H", "H"], "coordinates": [[0.47, -3.52, -2.29], [0.40, -3.03, -0.88], [-0.68, -2.16, -0.76], [-0.30, -4.12, -2.46], [1.37, -3.99, -2.47], [0.24, -2.51, -2.91], [1.08, -2.30, -0.71], [0.27, -3.90, -0.45], [-1.50, -2.72, -1.05], [0.63, 0.11, 2.88], [0.89, -1.23, 3.60], [-0.20, -1.35, 4.66], [1.12, 0.71, 3.85], [-0.31, 0.16, 2.68], [1.35, 0.11, 1.95], [1.76, -1.63, 4.25], [0.58, -2.20, 3.05], [-0.33, -2.31, 4.98], [-3.23, 1.38, 0.52], [-2.77, 2.46, 1.46], [-1.47, 2.74, 1.25], [-4.19, 1.33, 0.52], [-2.74, 0.51, 0.70], [-2.87, 1.75, -0.30], [-2.81, 2.39, 2.52], [-3.31, 3.32, 1.11], [-1.48, 3.64, 1.08], [-4.27, -0.33, -3.49], [-2.96, 0.09, -2.95], [-2.02, 0.23, -3.97], [-4.84, -0.29, -2.84], [-4.26, -1.44, -3.80], [-4.57, 0.06, -4.28], [-2.74, -0.41, -1.91], [-2.91, 1.16, -2.71], [-1.38, 0.67, -3.55], [4.07, 1.19, 2.50], [4.51, 0.17, 1.52], [4.21, 0.58, 0.22], [3.14, 1.64, 2.33], [4.71, 1.95, 2.70], [4.02, 0.73, 3.77], [3.98, -0.77, 1.77], [5.64, -0.21, 1.61], [4.00, -0.26, -0.32], [0.79, -0.15, -1.22], [1.36, 1.15, -2.34], [0.34, 1.40, -3.38], [1.25, 2.40, -1.06], [0.06, 0.24, -0.50], [1.52, -0.49, -0.60], [0.45, -1.10, -1.70], [0.46, 2.41, -0.58], [1.27, 3.35, -1.48], [2.23, 2.37, -0.54]]}



No. 6
{"formula": "C5H20N2O5", "method": "ωB97M-V/def2-TZVPD", "total_energy_ha": -688.2103, "charge": 0, "homo_lumo_gap_ev": 9.7667, "smiles": "CC[C@@H](N)C(=O)NC.O.O.O.O", "homo_ev": -9.5, "species": ["C", "C", "C", "N", "C", "O", "N", "C", "H", "H", "H", "H", "H", "H", "H", "H", "H", "H", "H", "H", "O", "H", "H", "O", "H", "H", "O", "H", "H", "O", "H", "H"], "coordinates": [[-2.13, -1.72, 0.75], [-2.01, -0.73, -0.42], [-0.57, -0.17, -0.49], [0.19, -1.04, -1.42], [-0.59, 1.25, -1.12], [-0.28, 1.44, -2.29], [-0.76, 2.31, -0.29], [-1.31, 2.30, 1.03], [-2.64, -1.29, 1.62], [-1.15, -2.14, 0.89], [-2.88, -2.50, 0.56], [-2.32, -1.15, -1.37], [-2.71, 0.10, -0.27], [-0.15, -0.10, 0.50], [-0.14, -0.81, -2.35], [1.15, -0.73, -1.34], [-0.49, 3.18, -0.74], [-0.81, 3.00, 1.70], [-1.19, 1.34, 1.52], [-2.36, 2.64, 1.03], [0.95, -3.05, 0.50], [0.00, -2.90, 0.61], [1.14, -2.78, -0.41], [2.13, 2.49, -1.92], [1.75, 1.67, -2.26], [2.62, 2.20, -1.14], [1.68, 0.36, 2.23], [1.84, -0.41, 1.69], [2.02, 0.23, 3.12], [2.87, -0.83, -0.31], [2.43, -1.51, 0.24], [3.70, -0.64, 0.15]]}



Calculated energy above the lowest of the compared OMol25 structures with the same formula, charge and spin, 2.1846, 0.0000, 1.0174, 1.2704, 5.9330, 1.4178 eV (same order as the records).